C16H28F5NO9P2TeZr | wB97M-V/def2-TZVPD

* orbital gap: 8.29 eV
* E_LUMO: -7.985 eV
* net charge: +2
* E: -2855.202043 hartree

Atoms and positions in Å:
Zr -0.520 0.910 0.454
O -2.930 3.597 -2.084
C -2.466 2.733 -1.237
O -1.572 1.919 -1.469
C -3.082 2.738 0.123
C -4.003 3.640 0.640
C -4.390 3.476 1.970
C -3.849 2.448 2.731
C -2.918 1.601 2.130
N -2.574 1.739 0.855
C -2.169 0.433 2.802
O -2.566 -0.079 3.811
O -1.139 0.054 2.095
H -2.485 3.585 -2.953
H -4.391 4.443 0.033
H -5.100 4.159 2.410
H -4.111 2.294 3.766
C -1.420 -2.830 1.007
P -2.232 -1.752 -0.203
C -3.812 -1.155 0.481
C -2.607 -2.724 -1.699
O -1.316 -0.586 -0.620
H -2.137 -3.565 1.366
H -1.043 -2.256 1.855
H -0.603 -3.357 0.517
H -4.568 -1.925 0.336
H -4.127 -0.253 -0.040
H -3.738 -0.957 1.547
H -2.190 -3.725 -1.636
H -2.190 -2.211 -2.562
H -3.681 -2.821 -1.831
C 3.398 -3.438 -2.410
C 2.497 -2.233 -2.600
O 2.680 -1.330 -1.485
P 1.574 -0.279 -1.030
O 2.739 0.799 -0.361
C 3.424 1.697 -1.289
C 4.840 1.223 -1.529
O 1.078 -0.863 0.428
C 2.028 -1.466 1.399
C 2.167 -2.968 1.243
H 3.376 -4.058 -3.300
H 3.080 -4.041 -1.566
H 4.421 -3.118 -2.240
H 1.447 -2.532 -2.659
H 2.759 -1.698 -3.515
H 3.419 2.695 -0.780
H 2.858 1.785 -2.225
H 5.354 1.071 -0.583
H 5.391 1.965 -2.102
H 4.829 0.286 -2.083
H 1.622 -1.218 2.385
H 3.003 -0.987 1.276
H 1.293 -3.500 1.604
H 3.022 -3.293 1.832
H 2.347 -3.231 0.207
F 3.598 2.335 1.374
Te 1.845 2.623 0.635
F -0.323 2.743 1.380
F 2.294 4.390 -0.004
F 1.357 1.140 1.886
F 1.768 3.629 2.250
O 0.746 2.301 -0.734